C7H12NO3 | ωB97M-V/def2-TZVPD

Geometry as ORCA input:
```
! wB97M-V def2-TZVPD RIJCOSX def2/J DEFGRID3
* xyz 1 1
C -0.570 -2.178 -0.214
C -0.196 0.164 -1.106
C 0.041 -1.289 0.786
C 1.253 -0.362 0.652
C -1.952 0.000 0.410
C 0.474 0.907 0.075
C 1.382 2.078 -0.244
N -0.943 -0.767 -0.232
O -0.568 1.291 0.884
O 2.184 -0.780 -0.296
O -2.793 0.611 -0.393
H -0.014 -2.507 -1.083
H -1.333 -2.871 0.121
H -0.880 0.785 -1.680
H 0.517 -0.352 -1.745
H -0.349 -1.342 1.797
H 1.694 -0.162 1.631
H -2.274 -0.337 1.392
H 0.858 2.798 -0.867
H 2.271 1.726 -0.753
H 1.659 2.569 0.683
H 2.953 -1.183 0.120
H -3.412 1.201 0.063
*
```

Summary:
Largest force on an atom, eV/A: 3.11
HOMO energy, Eh: -0.496
LUMO level, eV: -3.493
Kohn-Sham gap, eV: 10.0